2 unconnected molecules or ions with the total composition CH2Cl3OP in a non-equilibrium geometry, computed with ωB97M-V with the def2-TZVPD basis set.

The geometry in XYZ format:
```
8
Properties=species:S:1:pos:R:3
C 1.03 2.04 1.14
O -1.22 0.21 0.86
P 0.15 0.57 0.51
Cl 0.11 3.42 1.44
Cl 1.42 -1.03 0.59
Cl -2.86 -2.06 -2.77
H -1.55 -2.29 -2.81
H 2.01 2.18 0.71
```

Output
spin multiplicity	1
energy relative to the best compared isomer or geometry (same formula, charge and spin)	2.9069	eV
LUMO energy (spin up / spin down)	-1.7 / -1.7	eV
electronic energy	-49972.1053	eV
orbital gap (spin up / spin down)	7.481 / 7.538	eV
largest force on an atom	3.280	eV/Å

2 unconnected molecules or ions with the total composition CH2Cl4Si in a non-equilibrium geometry, computed with ωB97M-V with the def2-TZVPD basis set.

The geometry in XYZ format:
```
8
Properties=species:S:1:pos:R:3
Cl -2.32 2.42 0.23
C -1.93 1.18 -1.04
Si -1.24 -0.31 -0.33
Cl -1.59 -1.02 1.56
Cl -0.10 -1.44 -1.47
H -1.86 1.67 -2.00
Cl 4.05 -0.76 1.35
H 4.98 -1.75 1.71
```

Output
spin multiplicity	1
energy relative to the best compared isomer or geometry (same formula, charge and spin)	4.3521	eV
LUMO energy	-0.2	eV
electronic energy	-59037.2053	eV
orbital gap	8.009	eV
largest force on an atom	3.227	eV/Å

2 unconnected molecules or ions with the total composition CH2ClF2P in a non-equilibrium geometry, computed with ωB97M-V with the def2-TZVPD basis set.

The geometry in XYZ format:
```
7
Properties=species:S:1:pos:R:3
C 0.47 -0.27 -0.52
F -0.85 -1.59 0.62
F 1.72 -0.75 -0.49
P -0.04 0.59 1.07
Cl -0.20 -0.35 -2.04
H -1.38 0.57 0.86
H 0.28 1.80 0.49
```

Output
spin multiplicity	1
energy relative to the best compared isomer or geometry (same formula, charge and spin)	3.9433	eV
LUMO energy (spin up / spin down)	-1.4 / -1.4	eV
electronic energy	-28312.1924	eV
orbital gap (spin up / spin down)	8.843 / 8.842	eV
largest force on an atom	2.709	eV/Å

2 unconnected molecules or ions with the total composition CH2ClFP2 in a non-equilibrium geometry, computed with ωB97M-V with the def2-TZVPD basis set.

The geometry in XYZ format:
```
7
Properties=species:S:1:pos:R:3
C 0.71 0.26 0.00
F -1.81 0.81 0.89
P -0.29 -1.20 -0.56
P -0.90 0.96 -0.47
Cl 2.23 0.92 0.23
H -0.08 -0.72 1.84
H 0.14 -1.02 -1.93
```

Output
spin multiplicity	1
energy relative to the best compared isomer or geometry (same formula, charge and spin)	4.2342	eV
LUMO energy (spin up / spin down)	-0.8 / -1.3	eV
electronic energy	-34882.3376	eV
orbital gap (spin up / spin down)	7.915 / 8.203	eV
largest force on an atom	2.430	eV/Å

A molecular structure, CH2ClFS in a non-equilibrium geometry, computed with ωB97M-V with the def2-TZVPD basis set.

The geometry in XYZ format:
```
6
Properties=species:S:1:pos:R:3
C -0.65 1.89 -1.27
F 0.05 -1.11 -1.66
S -0.03 0.23 -2.71
Cl -0.90 1.11 0.21
H -1.50 2.28 -1.89
H 0.20 2.59 -1.30
```

Output
spin multiplicity	1
energy relative to the best compared isomer or geometry (same formula, charge and spin)	1.6577	eV
LUMO energy	-0.1	eV
electronic energy	-27142.3546	eV
orbital gap	9.284	eV
largest force on an atom	3.519	eV/Å

2 unconnected molecules or ions with the total composition CH2ClFS in a non-equilibrium geometry, computed with ωB97M-V with the def2-TZVPD basis set.

The geometry in XYZ format:
```
6
Properties=species:S:1:pos:R:3
C 0.70 -0.69 -0.27
F -1.35 1.94 0.39
S -2.23 0.57 0.39
Cl 1.89 -0.04 0.79
H 0.59 -0.15 -1.15
H 0.41 -1.63 -0.14
```

Output
spin multiplicity	1
energy relative to the best compared isomer or geometry (same formula, charge and spin)	4.1170	eV
LUMO energy (spin up / spin down)	-2.7 / -2.7	eV
electronic energy	-27139.8952	eV
orbital gap (spin up / spin down)	5.660 / 5.661	eV
largest force on an atom	4.586	eV/Å

CH2ClI in the gas phase in a non-equilibrium geometry, computed with ωB97M-V with the def2-TZVPD basis set.

The geometry in XYZ format:
```
5
Properties=species:S:1:pos:R:3
Cl -0.79 1.72 -0.49
C -0.09 -0.30 -0.08
I 1.76 -0.10 0.99
H -0.14 -0.46 -1.08
H -0.75 -0.85 0.66
```

Output
spin multiplicity	1
energy relative to the best compared isomer or geometry (same formula, charge and spin)	0.9924	eV
LUMO energy	-0.7	eV
electronic energy	-21690.9951	eV
orbital gap	9.320	eV
largest force on an atom	4.908	eV/Å

A molecular structure, CH2ClI3Si in a non-equilibrium geometry, computed with ωB97M-V with the def2-TZVPD basis set.

The geometry in XYZ format:
```
8
Properties=species:S:1:pos:R:3
C -0.03 1.11 -0.25
Si -0.19 2.09 1.47
Cl -0.80 -0.41 0.26
I 1.39 1.64 3.28
I 3.63 -0.60 -0.03
I -2.48 2.44 2.25
H 1.10 0.80 -0.45
H -0.57 1.61 -0.92
```

Output
spin multiplicity	1
energy relative to the best compared isomer or geometry (same formula, charge and spin)	3.7663	eV
LUMO energy (spin up / spin down)	-1.1 / -3.5	eV
electronic energy	-45770.8947	eV
orbital gap (spin up / spin down)	8.759 / 3.749	eV
largest force on an atom	6.847	eV/Å

A molecular structure, CH2ClIO in a non-equilibrium geometry, computed with ωB97M-V with the def2-TZVPD basis set.

The geometry in XYZ format:
```
6
Properties=species:S:1:pos:R:3
C 0.54 0.07 0.49
O -0.87 -0.95 -1.04
Cl -0.30 -0.27 1.91
I 0.39 1.97 -0.22
H 1.32 -0.72 0.39
H -1.07 -0.10 -1.53
```

Output
spin multiplicity	1
energy relative to the best compared isomer or geometry (same formula, charge and spin)	3.5658	eV
LUMO energy (spin up / spin down)	-1.3 / -1.3	eV
electronic energy	-23735.9965	eV
orbital gap (spin up / spin down)	8.103 / 8.108	eV
largest force on an atom	3.643	eV/Å

2 unconnected molecules or ions with the total composition CH2ClNO in a non-equilibrium geometry, computed with ωB97M-V with the def2-TZVPD basis set.

The geometry in XYZ format:
```
6
Properties=species:S:1:pos:R:3
C -0.51 -0.92 0.51
N 0.21 -0.74 -0.43
O 0.58 1.59 -0.47
Cl 1.51 2.20 -1.56
H -0.73 -1.96 1.02
H -1.06 -0.17 0.94
```

Output
spin multiplicity	1
energy relative to the best compared isomer or geometry (same formula, charge and spin)	6.9449	eV
LUMO energy (spin up / spin down)	-2.7 / -2.7	eV
electronic energy	-17122.6422	eV
orbital gap (spin up / spin down)	6.126 / 6.127	eV
largest force on an atom	4.037	eV/Å

2 unconnected molecules or ions with the total composition CH2ClNO in a non-equilibrium geometry, computed with ωB97M-V with the def2-TZVPD basis set.

The geometry in XYZ format:
```
6
Properties=species:S:1:pos:R:3
C -1.31 0.72 0.08
N -1.18 -0.39 -0.06
H -1.68 1.72 0.49
O 1.64 -1.24 -0.33
Cl 1.89 0.36 0.08
H 0.64 -1.17 -0.26
```

Output
spin multiplicity	1
energy relative to the best compared isomer or geometry (same formula, charge and spin)	3.0146	eV
LUMO energy	0.5	eV
electronic energy	-17126.5725	eV
orbital gap	10.568	eV
largest force on an atom	5.035	eV/Å

CH2ClNO3S in the gas phase in a non-equilibrium geometry, computed with ωB97M-V with the def2-TZVPD basis set.

The geometry in XYZ format:
```
9
Properties=species:S:1:pos:R:3
C 0.03 -0.68 -1.49
N -0.28 -0.56 -0.28
O -2.65 0.24 2.38
O -1.56 -0.13 0.16
O -0.47 -0.66 -2.75
S -1.37 -0.11 1.87
Cl -2.11 -0.22 -2.97
H 1.14 -0.70 -1.53
H -0.77 1.18 2.24
```

Output
spin multiplicity	1
energy relative to the best compared isomer or geometry (same formula, charge and spin)	5.9968	eV
LUMO energy	-0.7	eV
electronic energy	-32053.5487	eV
orbital gap	9.030	eV
largest force on an atom	2.986	eV/Å